[1]
The following is a DFT calculation (the ωB97M-V functional and the def2-TZVPD basis) of a molecular structure, C33H43BrGaN2O2Sb in a non-equilibrium geometry.

Geometry as ORCA input:
```
! RIJCOSX wB97M-V def2-TZVPD def2/J DEFGRID3
* xyz 2 1
Ga -0.4906 0.1326 -0.0374
C 2.8481 -1.6065 1.7024
C 2.8791 -1.9064 0.2287
C 3.5398 -3.0282 -0.2544
C 3.5598 -3.3217 -1.6070
C 2.9074 -2.5004 -2.5135
C 2.2287 -1.3712 -2.0798
C 1.5296 -0.4620 -3.0553
C 2.2381 -1.0976 -0.7090
N 1.5076 0.0562 -0.2577
C 2.0877 1.0958 0.2098
C 3.5560 1.3010 0.2651
C 1.1679 2.1934 0.7261
C 1.7438 3.4917 1.1492
N -0.0785 1.9109 0.7535
C -1.1104 2.8703 1.0504
C -1.4476 3.8219 0.0836
C -0.7212 3.9322 -1.2323
C -2.4934 4.6879 0.3856
C -3.1547 4.6126 1.6012
C -2.7933 3.6573 2.5388
C -1.7680 2.7582 2.2753
C -1.3486 1.7200 3.2742
H 3.0777 -2.5054 2.2693
H 1.8662 -1.2613 2.0274
H 3.5890 -0.8529 1.9825
H 4.0333 -3.6892 0.4467
H 4.0851 -4.1998 -1.9584
H 2.9264 -2.7370 -3.5701
H 1.5336 -0.8969 -4.0531
H 2.0064 0.5191 -3.1212
H 0.4843 -0.2995 -2.7759
H 4.0894 0.4759 -0.1977
H 3.8810 1.3988 1.3040
H 3.8178 2.2359 -0.2354
H 2.5245 3.3160 1.8931
H 0.9892 4.1540 1.5638
H 2.2287 3.9809 0.3001
H -0.4173 2.9601 -1.6304
H 0.1762 4.5495 -1.1420
H -1.3551 4.4116 -1.9764
H -2.7858 5.4350 -0.3423
H -3.9567 5.3053 1.8196
H -3.3134 3.6038 3.4871
H -2.0704 1.6514 4.0854
H -0.3745 1.9492 3.7134
H -1.2734 0.7361 2.8145
C -4.5157 1.4012 -0.2154
C -4.1933 0.0527 -0.8524
Sb -2.3220 0.0752 -1.8708
C -2.4731 1.5831 -3.3796
C -3.5586 1.2704 -4.4053
C -2.0678 -1.8513 -2.7611
C -3.3319 -2.4050 -3.4100
H -5.5238 1.3829 0.1989
H -4.4733 2.2195 -0.9360
H -3.8256 1.6388 0.5983
H -4.9321 -0.2387 -1.6000
H -4.1411 -0.7521 -0.1191
H -1.4922 1.6856 -3.8457
H -2.6751 2.5139 -2.8511
H -3.2994 0.4065 -5.0162
H -3.6775 2.1230 -5.0743
H -4.5275 1.0815 -3.9404
H -1.7263 -2.4961 -1.9465
H -1.2427 -1.7655 -3.4681
H -4.1376 -2.5218 -2.6853
H -3.1232 -3.3912 -3.8245
H -3.6924 -1.7748 -4.2222
Br -1.9563 -6.6153 4.4086
C -2.1359 -4.7867 3.9796
C -2.9741 -3.9831 4.7410
C -3.1080 -2.6403 4.4237
C -2.4166 -2.1055 3.3477
C -1.5697 -2.9139 2.5988
C -1.4255 -4.2617 2.9178
C -0.7670 -2.3992 1.4603
O 0.1726 -2.9905 0.9948
O -1.1639 -1.2177 0.9292
H -3.5177 -4.4076 5.5742
H -3.7570 -2.0148 5.0222
H -2.5366 -1.0666 3.0935
H -0.7526 -4.8785 2.3375
*
```

Summary:
Kohn-Sham gap = 0.21022 hartree
LUMO = -7.322 eV
Energy above the lowest of the compared OMol25 structures with the same formula, charge and spin = 19.1 kcal/mol

[2]
The following is a DFT calculation (the ωB97M-V functional and the def2-TZVPD basis) of a molecular structure, CH3PS4 in a non-equilibrium geometry.

Geometry as ORCA input:
```
! RIJCOSX wB97M-V def2-TZVPD def2/J DEFGRID3
* xyz 0 1
C 0.9953 -0.4740 0.7846
P -0.1104 0.9230 0.3468
S 0.5153 -0.8911 2.5123
S -1.1372 0.3979 2.1181
S -1.8928 -2.0634 -0.1010
S -1.6953 -0.4216 -1.3291
H 0.7089 -1.3361 0.2542
H 2.0941 -0.3492 0.8812
H -3.1073 -2.0887 0.3931
*
```

Summary:
Kohn-Sham gap = 0.26978 hartree
LUMO = -0.802 eV
Energy above the lowest of the compared OMol25 structures with the same formula, charge and spin = 33.4 kcal/mol

[3]
The following is a DFT calculation (the ωB97M-V functional and the def2-TZVPD basis) of 2 unconnected molecules or ions with the total composition C9H21N2O in a non-equilibrium geometry.

Geometry as ORCA input:
```
! RIJCOSX wB97M-V def2-TZVPD def2/J DEFGRID3
* xyz 1 1
C 1.0290 -0.5853 1.4314
C 0.9716 -0.2434 -2.1558
C -0.4115 1.6557 -2.9528
C -1.4470 -0.6361 -2.3628
C 2.6437 0.0460 3.1637
C -1.9304 1.1692 1.3756
C -0.1992 -2.5067 2.0387
C -0.4447 0.8948 -0.5885
C -0.3717 0.3495 -2.0167
N 1.9359 0.2105 1.8680
N -1.5858 0.7814 0.0098
O 0.8445 -1.6020 2.2792
H 1.0415 -0.7831 -3.2063
H 1.3098 -0.9590 -1.3621
H 1.7205 0.6200 -2.2872
H -0.1371 1.2033 -3.7865
H -1.4777 2.0287 -2.9551
H 0.2657 2.4137 -2.6512
H -1.3805 -1.3106 -1.4727
H -2.3306 -0.0675 -2.4890
H -1.2140 -1.2203 -3.3430
H 1.8117 -0.2677 3.8268
H 3.0982 0.9988 3.4288
H 3.6210 -0.6576 3.0527
H -2.7697 0.6656 1.6008
H -1.0664 1.0500 1.9675
H -2.0928 2.2584 1.1350
H -1.0208 -2.2846 2.7379
H 0.0129 -3.6669 2.1986
H -0.8042 -2.3211 1.1481
H 0.3527 1.5675 -0.3149
H -2.2193 0.2177 -0.5211
H 2.2445 0.9808 1.2030
*
```

Summary:
Kohn-Sham gap = 0.32249 hartree
LUMO = -3.349 eV
Energy above the lowest of the compared OMol25 structures with the same formula, charge and spin = 85.6 kcal/mol

[4]
The following is a DFT calculation (the ωB97M-V functional and the def2-TZVPD basis) of a gas-phase ion, C5H6N (charge +1) in a non-equilibrium geometry.

Geometry as ORCA input:
```
! RIJCOSX wB97M-V def2-TZVPD def2/J DEFGRID3
* xyz 1 1
C 0.6807 -1.1128 -1.2335
C 0.3660 -0.0232 -0.3618
C -0.2985 -3.4349 -1.7088
C 0.1623 -2.4019 -1.2805
C -0.6917 0.1597 0.4858
N -0.6995 1.4868 1.1465
H 1.5326 -1.0969 -1.9831
H 1.1267 0.8006 -0.4043
H -0.4423 -4.4275 -2.0150
H 0.1721 1.8264 1.4551
H -1.3672 1.6588 1.9884
H -0.8603 2.0109 0.3344
*
```

Summary:
Kohn-Sham gap (spin up / spin down) = 0.25391 / 0.25393 hartree
LUMO (spin up / spin down) = -6.400 / -6.400 eV
Energy above the lowest of the compared OMol25 structures with the same formula, charge and spin = 146.1 kcal/mol

[5]
The following is a DFT calculation (the ωB97M-V functional and the def2-TZVPD basis) of a single C4H8O molecule in a non-equilibrium geometry.

Geometry as ORCA input:
```
! RIJCOSX wB97M-V def2-TZVPD def2/J DEFGRID3
* xyz 0 1
C 1.2272 -0.5843 0.6134
C 0.0598 0.5078 0.0116
C -1.4426 0.6861 0.4199
C 0.1261 -0.3173 -1.2062
O -0.6046 -1.2646 -1.3959
H 0.8338 -1.1490 1.4556
H 1.5441 -1.3906 -0.0907
H 2.1714 -0.0780 0.8299
H 0.5180 1.5059 -0.0926
H -2.0136 0.9791 -0.4816
H -1.6657 1.4899 1.1345
H -1.8952 -0.2454 0.7588
H 1.0242 -0.0888 -1.8130
*
```

Summary:
Kohn-Sham gap = 0.38351 hartree
Structure (SMILES) = CC(C)C=O
LUMO = 1.000 eV
Energy above the lowest of the compared OMol25 structures with the same formula, charge and spin = 35.9 kcal/mol

[6]
The following is a DFT calculation (the ωB97M-V functional and the def2-TZVPD basis) of a single C19H31NO2 molecule in a non-equilibrium geometry.

Geometry as ORCA input:
```
! RIJCOSX wB97M-V def2-TZVPD def2/J DEFGRID3
* xyz 0 1
C 4.1851 -0.4111 2.3127
C 3.9886 0.2912 1.2090
C 5.1199 0.9632 0.4848
H 6.0578 0.8168 1.0221
C 5.2280 0.3968 -0.9320
C 3.8963 0.5422 -1.6596
H 3.9742 0.1171 -2.6626
H 3.6741 1.6074 -1.7700
C 2.7385 -0.1357 -0.9067
C 2.9544 -1.6514 -0.8651
H 3.6815 -1.9202 -0.1029
H 3.3173 -2.0006 -1.8295
H 2.0263 -2.1740 -0.6573
C 1.4339 0.1882 -1.6506
C 0.1444 -0.1002 -0.8892
C 0.1426 0.2372 0.6083
H -0.1010 1.2908 0.7525
C 1.4746 -0.1006 1.2814
C 2.6628 0.4709 0.5141
H 2.4997 1.5510 0.3953
H 1.5790 -1.1839 1.3523
H 1.4651 0.3047 2.2954
C -0.9575 -0.6896 1.1308
C -0.8990 -1.8474 0.1362
O -1.3904 -2.9325 0.2739
O -0.2212 -1.4859 -0.9536
H -0.7454 -1.0590 2.1365
C -2.3728 -0.0924 1.1368
N -2.7843 0.2885 -0.2011
H -2.9009 -0.5453 -0.7704
C -3.9903 1.0895 -0.2680
C -5.2912 0.4260 0.2239
C -6.4478 1.4115 0.0796
H -7.3696 0.9751 0.4570
H -6.5948 1.6718 -0.9667
H -6.2477 2.3248 0.6356
C -5.5832 -0.8571 -0.5511
H -5.6389 -0.6508 -1.6186
H -6.5335 -1.2804 -0.2339
H -4.8130 -1.6074 -0.3820
H -5.1782 0.1783 1.2852
H -3.8094 1.9981 0.3157
H -4.1173 1.3820 -1.3149
H -3.0427 -0.8326 1.6031
H -2.3777 0.8098 1.7567
H -0.6722 0.4518 -1.3751
H 1.4022 -0.3698 -2.5878
H 1.4223 1.2532 -1.8944
H 5.5135 -0.6545 -0.8804
H 6.0071 0.9271 -1.4839
H 4.9261 2.0382 0.4250
H 3.3968 -0.9192 2.8383
H 5.1679 -0.5014 2.7452
*
```

Summary:
Kohn-Sham gap = 0.35392 hartree
Structure (SMILES) = C=C1CCC[C@]2(C)C[C@H]3OC(=O)[C@H](CNCC(C)C)[C@H]3C[C@@H]12
LUMO = 0.731 eV
Energy above the lowest of the compared OMol25 structures with the same formula, charge and spin = 0.0 kcal/mol

no.,E_tot (Eh)
1,-6281.875511
2,-1973.970044
3,-539.883243
4,-248.382904
5,-232.388353
6,-947.846966